*A*
13
Properties=species:S:1:pos:R:3:nbo_charge:R:1 method="wB97M-V/def2-TZVPD" smiles="C#CC.C=CI" orbital_gap_ev=9.18 multiplicity=1 charge=0 lumo_ev=0.55
C -1.36 -0.05 1.01 -0.31
C -1.14 -0.74 -0.01 0.00
C -0.99 -1.73 -1.04 -0.70
H -1.75 0.71 1.94 0.30
H -1.59 -2.58 -0.64 0.25
H -1.18 -1.37 -1.99 0.25
H 0.12 -1.92 -1.21 0.25
C 1.09 1.03 1.00 -0.43
C 1.41 1.68 -0.10 -0.35
I 2.63 0.82 -1.58 0.09
H 0.66 -0.01 0.95 0.24
H 0.83 1.42 1.96 0.20
H 1.28 2.75 -0.29 0.21

=====

*B*
13
Properties=species:S:1:pos:R:3:nbo_charge:R:1 method="wB97M-V/def2-TZVPD" smiles=I[C@@H]1C[C@H]2C[C@H]21 orbital_gap_ev=9.67 multiplicity=1 charge=0 lumo_ev=0.65
I -2.65 1.52 -0.95 0.11
C -0.83 0.48 -0.94 -0.30
C -0.70 -0.98 -0.33 -0.43
C 0.13 -0.52 0.83 -0.25
C 1.48 0.06 0.44 -0.45
C 0.25 0.97 0.49 -0.18
H -0.49 0.76 -1.85 0.18
H -0.08 -1.73 -0.87 0.21
H -1.68 -1.31 -0.21 0.22
H 0.10 -1.06 1.75 0.22
H 2.34 0.34 1.12 0.24
H 1.99 -0.34 -0.53 0.21
H 0.12 1.82 1.06 0.22

=====

Of them, the most stable is *B* and the least stable is *A*.

=====

*A*
95
Properties=species:S:1:pos:R:3:mulliken_charge:R:1 method="wB97M-V/def2-TZVPD" orbital_gap_ev=7.13 multiplicity=1 charge=-1 lumo_ev=1.97
Sc -0.27 -0.43 0.51 -1.19
C -1.80 1.72 3.04 -0.94
C -0.32 1.78 3.45 -1.04
N 0.37 0.53 3.19 0.10
C 0.40 -0.42 4.28 -0.68
C -0.96 -1.06 4.55 -0.67
S -1.70 -1.79 3.05 0.00
C -3.28 -0.89 2.93 -1.07
C -3.30 0.21 1.86 -0.07
N -2.04 0.96 1.81 0.55
H -2.38 1.26 3.84 0.38
H -2.18 2.74 2.95 0.39
H 0.18 2.56 2.89 0.29
H -0.27 2.06 4.51 0.41
H 1.30 0.70 2.83 0.28
H 1.11 -1.20 4.02 -0.04
H 0.74 0.04 5.23 0.47
H -0.84 -1.86 5.28 0.61
H -1.66 -0.34 4.96 0.33
H -4.05 -1.62 2.69 0.49
H -3.52 -0.51 3.92 0.60
H -3.46 -0.23 0.88 -0.26
H -4.16 0.86 2.07 0.41
H -2.06 1.58 1.00 -0.08
O -5.96 -3.38 -2.86 -0.73
C -5.24 -2.43 -2.56 0.05
O -5.41 -1.18 -2.71 -0.74
C -3.93 -2.68 -1.82 0.84
C -3.92 -3.01 -0.46 -0.68
C -2.76 -2.84 0.26 -0.89
N -1.63 -2.34 -0.25 -0.13
C -1.60 -2.21 -1.59 0.29
C -2.70 -2.40 -2.40 -0.55
C -0.33 -1.61 -2.16 0.29
O -0.13 -1.62 -3.36 -0.75
O 0.42 -1.06 -1.27 0.22
H -4.82 -3.33 0.03 0.47
H -2.74 -3.09 1.31 1.06
H -2.60 -2.21 -3.46 0.44
O -1.92 0.41 -0.78 1.10
C -2.14 0.85 -1.94 -0.55
C -1.10 1.55 -2.78 0.81
C -1.49 2.96 -3.31 -0.40
C -2.95 3.38 -3.14 -0.90
C -3.93 2.55 -3.96 -0.75
C -3.65 1.06 -3.86 -0.95
N -3.33 0.65 -2.50 0.43
H -0.89 0.87 -3.60 0.53
H -0.19 1.61 -2.20 -1.40
H -1.22 3.01 -4.37 0.37
H -0.86 3.69 -2.81 0.08
H -3.05 4.43 -3.40 0.52
H -3.21 3.30 -2.08 0.16
H -3.87 2.84 -5.01 0.37
H -4.95 2.76 -3.63 0.34
H -2.83 0.78 -4.53 0.29
H -4.52 0.47 -4.15 0.61
H -4.02 0.01 -2.08 0.46
C 3.97 3.54 -4.76 -1.57
C 3.31 3.18 -3.46 0.74
C 2.50 4.08 -2.78 -0.92
C 1.86 3.75 -1.59 1.00
C 1.05 4.80 -0.88 -1.78
C 2.00 2.45 -1.07 -0.06
Se 0.98 2.02 0.50 -0.20
C 2.88 1.55 -1.69 1.35
C 3.23 0.20 -1.13 -1.72
C 3.50 1.93 -2.88 -0.91
H 3.75 4.57 -5.04 0.34
H 3.63 2.89 -5.57 0.32
H 5.06 3.43 -4.69 0.36
H 2.37 5.08 -3.18 0.22
H 1.07 5.74 -1.44 0.39
H 1.45 4.98 0.12 0.34
H 0.02 4.49 -0.73 0.30
H 2.97 0.12 -0.08 0.01
H 4.30 0.02 -1.24 0.54
H 2.68 -0.59 -1.65 0.22
H 4.16 1.22 -3.37 0.42
F 5.95 -5.73 5.85 -0.26
C 6.14 -5.68 4.51 0.81
F 7.41 -5.27 4.31 -0.29
F 6.08 -6.96 4.08 -0.26
C 5.13 -4.81 3.83 0.43
C 5.52 -3.69 3.10 -0.67
C 4.56 -2.91 2.49 -0.45
C 3.20 -3.22 2.59 0.40
C 2.83 -4.35 3.33 -0.46
C 3.79 -5.14 3.94 -0.92
C 2.20 -2.40 1.98 0.43
C 1.35 -1.69 1.46 -0.49
H 6.56 -3.44 3.01 0.43
H 4.85 -2.04 1.91 0.51
H 1.78 -4.60 3.41 0.50
H 3.49 -6.01 4.51 0.36

=====

*B*
95
Properties=species:S:1:pos:R:3:mulliken_charge:R:1 method="wB97M-V/def2-TZVPD" orbital_gap_ev=7.30 multiplicity=1 charge=-1 lumo_ev=1.87
Sc 0.27 0.74 0.54 0.04
C -2.09 -2.55 0.56 -0.41
C -1.20 -3.60 -0.14 -0.99
N -0.27 -2.91 -1.00 0.55
C -0.02 -3.46 -2.30 -0.95
C -1.18 -3.18 -3.27 -0.77
S -1.53 -1.39 -3.42 0.03
C -3.19 -1.15 -2.68 -0.43
C -3.42 -1.87 -1.36 -1.15
N -2.41 -1.52 -0.39 1.11
H -2.98 -3.04 1.00 0.25
H -1.50 -2.09 1.36 -0.04
H -0.71 -4.22 0.63 0.41
H -1.81 -4.27 -0.74 0.42
H 0.56 -2.61 -0.50 -0.30
H 0.87 -2.98 -2.71 0.37
H 0.16 -4.55 -2.29 0.37
H -0.92 -3.53 -4.27 0.53
H -2.10 -3.66 -2.95 0.35
H -3.24 -0.07 -2.53 -0.14
H -3.94 -1.45 -3.42 0.61
H -4.44 -1.61 -1.02 0.41
H -3.40 -2.95 -1.53 0.42
H -2.66 -0.65 0.07 -0.55
O 7.25 1.23 -1.84 -0.72
C 6.56 2.17 -1.42 0.39
O 6.78 3.37 -1.33 -0.71
C 5.11 1.72 -0.94 0.08
C 4.73 0.39 -1.06 -0.85
C 3.45 0.02 -0.67 -0.59
N 2.56 0.89 -0.17 0.60
C 2.94 2.17 -0.04 0.61
C 4.19 2.63 -0.43 -0.68
C 1.89 3.09 0.58 0.27
O 2.02 4.30 0.52 -0.70
O 0.91 2.46 1.13 -0.36
H 5.44 -0.31 -1.46 0.53
H 3.10 -1.00 -0.78 0.50
H 4.45 3.67 -0.34 0.62
O 0.02 0.99 -1.51 1.35
C -0.29 1.38 -2.64 -1.25
C -1.37 2.39 -2.90 -0.02
C -0.59 3.66 -3.35 -1.01
C 0.87 3.74 -2.86 0.32
C 1.92 3.02 -3.73 -1.09
C 1.87 1.49 -3.63 0.62
N 0.48 1.09 -3.73 0.31
H -1.93 2.57 -1.99 -0.44
H -2.05 2.06 -3.69 0.39
H -1.12 4.52 -2.94 0.46
H -0.60 3.74 -4.43 0.37
H 0.94 3.39 -1.82 -0.61
H 1.15 4.80 -2.84 0.43
H 2.91 3.35 -3.43 0.53
H 1.77 3.31 -4.77 0.37
H 2.26 1.14 -2.68 -0.76
H 2.44 1.02 -4.44 0.49
H 0.06 1.37 -4.60 0.42
C -7.22 1.44 4.20 -1.53
C -6.00 1.49 3.34 0.71
C -4.79 0.93 3.74 -1.07
C -3.66 0.96 2.92 1.08
C -2.39 0.33 3.40 -1.27
C -3.75 1.58 1.67 -0.19
Se -2.20 1.72 0.49 0.25
C -4.96 2.14 1.25 0.78
C -5.08 2.78 -0.10 -1.48
C -6.06 2.09 2.09 -1.04
H -7.11 0.72 5.00 0.36
H -8.09 1.16 3.61 0.36
H -7.42 2.42 4.65 0.30
H -4.72 0.47 4.71 0.31
H -2.47 0.07 4.46 0.39
H -1.55 1.00 3.26 0.14
H -2.19 -0.59 2.85 0.10
H -4.87 2.05 -0.88 0.20
H -4.32 3.57 -0.19 0.32
H -6.06 3.21 -0.25 0.41
H -6.98 2.54 1.77 0.35
F 7.48 -4.60 3.15 -0.29
C 6.63 -4.12 4.07 0.82
F 6.36 -5.16 4.90 -0.26
F 7.34 -3.25 4.82 -0.26
C 5.38 -3.52 3.50 0.42
C 5.10 -3.59 2.14 -0.82
C 3.94 -3.02 1.65 -0.36
C 3.05 -2.37 2.50 0.35
C 3.34 -2.33 3.87 -0.52
C 4.49 -2.90 4.36 -0.89
C 1.91 -1.68 2.01 0.99
C 0.96 -1.01 1.64 -1.36
H 5.80 -4.07 1.47 0.44
H 3.74 -3.08 0.59 0.39
H 2.66 -1.82 4.53 0.49
H 4.72 -2.85 5.42 0.38

=====

Of them, the most stable is *A* and the least stable is *B*.

=====

*A*
19
Properties=species:S:1:pos:R:3:nbo_charge:R:1 method="wB97M-V/def2-TZVPD" orbital_gap_ev="8.25 / 8.25" multiplicity=1 charge=0 lumo_ev="-0.52 / -0.52"
C 0.18 1.45 0.01 0.00
C -0.06 -2.38 0.68 -0.10
C 0.33 1.83 -1.46 -0.63
N -1.03 0.97 0.46 -0.41
N 0.06 -0.94 0.67 -0.65
N 0.87 2.38 0.89 -0.84
N -0.44 -2.86 -0.64 -0.84
H -1.53 0.50 -0.30 0.34
H 0.25 -0.65 1.63 0.34
H 0.73 0.35 0.09 0.35
H 0.65 2.16 1.86 0.36
H 0.55 3.33 0.72 0.35
H -1.37 -2.52 -0.88 0.35
H -0.47 -3.87 -0.67 0.36
H -0.75 -2.68 1.49 0.16
H 0.92 -2.83 0.94 0.19
H -0.05 1.03 -2.10 0.22
H 1.38 2.00 -1.70 0.23
H -0.23 2.74 -1.69 0.21

=====

*B*
19
Properties=species:S:1:pos:R:3:nbo_charge:R:1 method="wB97M-V/def2-TZVPD" smiles="N=C(N)N.CNC" orbital_gap_ev=9.66 multiplicity=1 charge=0 lumo_ev=0.90
N 1.30 -1.64 -0.04 -0.82
C 0.86 -1.27 1.10 0.58
N 0.61 0.06 1.43 -0.86
N 0.68 -2.16 2.14 -0.82
H 1.83 -0.88 -0.45 0.34
H 0.23 0.68 0.73 0.42
H 0.37 0.22 2.39 0.37
H -0.11 -2.00 2.73 0.37
H 0.77 -3.11 1.81 0.40
C -2.20 1.85 -1.40 -0.41
N -0.98 1.15 -1.01 -0.65
C 0.15 1.50 -1.86 -0.42
H -1.97 2.92 -1.38 0.19
H -2.52 1.64 -2.43 0.17
H -2.98 1.57 -0.70 0.20
H -1.14 0.15 -0.99 0.37
H -0.12 1.47 -2.93 0.17
H 1.00 0.84 -1.71 0.21
H 0.45 2.52 -1.63 0.19

=====

Of them, the most stable is *B* and the least stable is *A*.

=====

*A*
17
Properties=species:S:1:pos:R:3:nbo_charge:R:1 method="wB97M-V/def2-TZVPD" orbital_gap_ev="8.16 / 8.37" multiplicity=3 charge=0 lumo_ev="1.13 / -0.81"
C -0.06 -0.45 -0.61 -0.17
C -0.44 0.44 0.63 -0.42
C 1.58 -0.87 1.20 -0.46
C 0.56 0.14 1.84 -0.40
C 1.05 -1.06 -0.19 -0.15
C -0.45 -0.60 -2.10 0.22
C -1.01 0.61 -2.66 -0.78
H -0.34 1.49 0.40 0.20
H -1.46 0.12 0.93 0.21
H 2.55 -0.50 1.22 0.21
H 1.65 -1.89 1.50 0.22
H -0.04 -0.30 2.77 0.22
H 1.01 1.17 2.09 0.21
H 1.62 -1.71 -0.84 0.19
H -1.95 0.16 -3.08 0.23
H -0.42 0.88 -3.55 0.23
H -1.20 1.59 -2.01 0.24

=====

*B*
17
Properties=species:S:1:pos:R:3:nbo_charge:R:1 method="wB97M-V/def2-TZVPD" orbital_gap_ev="7.61 / 9.07" multiplicity=3 charge=0 lumo_ev="1.18 / -0.92"
C -2.43 -0.68 -0.71 -0.36
C -1.54 -0.03 0.08 -0.29
C 0.53 0.78 -1.27 -0.49
C 0.33 1.49 0.86 -0.50
C -0.63 1.01 -0.22 0.09
C 1.36 0.57 0.08 0.16
C 1.60 -0.83 0.60 -0.70
H -3.07 -1.39 -0.32 0.19
H -2.63 -0.50 -1.80 0.19
H -1.58 -0.30 1.16 0.20
H 0.38 -0.08 -1.79 0.20
H 0.84 1.64 -1.90 0.23
H 0.64 2.47 0.82 0.23
H 0.11 1.22 1.96 0.20
H 0.99 -1.65 0.18 0.22
H 1.41 -0.77 1.67 0.21
H 2.63 -1.09 0.50 0.23

=====

Of them, the most stable is *B* and the least stable is *A*.

=====

*A*
21
Properties=species:S:1:pos:R:3:nbo_charge:R:1 method="wB97M-V/def2-TZVPD" smiles="C1=C(c2cccnc2)CNC1" orbital_gap_ev=9.72 multiplicity=1 charge=0 lumo_ev=0.84
C 1.57 -0.89 -0.76 -0.20
C 0.88 -0.02 -0.13 -0.04
C -0.55 0.08 -0.11 -0.09
C -1.29 1.12 -0.53 -0.18
C -2.67 0.98 -0.38 -0.23
C -3.29 -0.10 0.20 0.01
N -2.55 -1.16 0.51 -0.41
C -1.26 -1.09 0.35 0.06
C 1.81 0.96 0.68 -0.23
N 3.19 0.58 0.44 -0.61
C 3.08 -0.64 -0.41 -0.25
H 1.12 -1.65 -1.42 0.23
H -0.87 2.07 -0.86 0.22
H -3.25 1.85 -0.65 0.21
H -4.38 -0.07 0.14 0.20
H -0.58 -1.93 0.67 0.19
H 1.56 1.98 0.20 0.18
H 1.59 1.00 1.78 0.20
H 3.65 0.24 1.27 0.36
H 3.55 -1.52 -0.03 0.19
H 3.45 -0.34 -1.34 0.19

=====

*B*
21
Properties=species:S:1:pos:R:3:nbo_charge:R:1 method="wB97M-V/def2-TZVPD" smiles=C#Cc1nccn1C.C#CC orbital_gap_ev=9.10 multiplicity=1 charge=0 lumo_ev=0.80
C -2.33 -0.07 0.97 -0.26
C -1.18 0.18 1.23 0.06
C 0.20 0.46 1.38 0.21
N 0.92 0.23 2.46 -0.42
C 2.03 0.91 2.28 -0.08
C 2.14 1.31 1.00 -0.10
N 0.94 1.08 0.41 -0.32
C 0.78 1.15 -1.07 -0.41
H -3.39 -0.18 0.76 0.24
H 2.80 0.86 2.98 0.20
H 2.90 1.90 0.57 0.21
H 0.88 2.28 -1.41 0.21
H 1.77 0.63 -1.39 0.22
H -0.14 0.71 -1.47 0.24
C 0.06 -2.65 0.10 -0.25
C -0.77 -2.40 -0.72 0.01
C -1.87 -2.15 -1.61 -0.69
H 0.87 -2.99 0.63 0.23
H -1.31 -1.93 -2.61 0.23
H -2.50 -1.26 -1.40 0.24
H -2.38 -3.04 -1.78 0.24

=====

Of them, the most stable is *A* and the least stable is *B*.

=====

*A*
10
Properties=species:S:1:pos:R:3:nbo_charge:R:1 method="wB97M-V/def2-TZVPD" smiles="CO/[N+]([O-])=C(/Cl)Br" orbital_gap_ev=9.09 multiplicity=1 charge=0 lumo_ev=0.44
C 1.31 -0.97 0.79 -0.24
O 0.31 -0.55 -0.26 -0.39
N -0.58 0.53 -0.05 0.34
O -0.62 1.00 1.07 -0.47
C -1.40 0.90 -1.04 -0.10
Cl -2.46 2.13 -0.77 0.14
Br -0.91 0.22 -2.77 0.11
H 1.54 -0.15 1.30 0.21
H 0.89 -1.54 1.58 0.19
H 1.92 -1.58 0.15 0.22

=====

*B*
10
Properties=species:S:1:pos:R:3:nbo_charge:R:1 method="wB97M-V/def2-TZVPD" orbital_gap_ev="8.47 / 6.51" multiplicity=1 charge=0 lumo_ev="-2.33 / -3.12"
C -0.03 -0.02 0.10 -0.72
C 0.26 0.34 1.51 0.09
N -0.10 -0.63 2.48 0.44
O 0.20 -0.33 3.63 -0.36
O -0.96 -1.43 2.13 -0.38
Cl 0.98 1.71 1.94 0.31
Br 3.72 1.92 1.85 -0.19
H -0.43 0.88 -0.35 0.24
H -0.85 -0.70 0.39 0.28
H 0.69 -0.62 -0.48 0.26

=====

Of them, the most stable is *A* and the least stable is *B*.

=====

*A*
14
Properties=species:S:1:pos:R:3:nbo_charge:R:1 method="wB97M-V/def2-TZVPD" orbital_gap_ev=7.83 multiplicity=1 charge=0 lumo_ev=-1.31
S 0.24 1.30 -2.42 -0.42
H -0.94 0.74 -2.75 0.16
C -0.34 0.05 0.93 -0.24
C 0.62 -0.92 0.26 -0.53
S 0.23 -2.68 0.66 -0.05
N 0.07 1.46 0.76 -0.86
H -0.50 -0.21 1.98 0.21
H -1.32 -0.16 0.46 0.16
H 1.62 -0.77 0.67 0.23
H 0.55 -0.96 -0.81 0.23
H -1.05 -2.66 0.24 0.11
H -0.60 2.07 1.26 0.37
H 0.00 1.84 -0.21 0.39
H 1.43 0.91 -1.02 0.24

=====

*B*
14
Properties=species:S:1:pos:R:3:nbo_charge:R:1 method="wB97M-V/def2-TZVPD" smiles=CCN.SS orbital_gap_ev=9.52 multiplicity=1 charge=0 lumo_ev=0.50
C -1.19 0.44 -0.73 -0.65
C -1.16 0.31 0.79 -0.24
N -0.12 -0.56 1.39 -0.83
H -2.18 0.83 -1.18 0.22
H -1.14 -0.58 -1.28 0.22
H -0.32 0.79 -1.36 0.21
H -2.07 -0.21 0.99 0.19
H -1.32 1.21 1.37 0.17
H 0.66 0.00 1.63 0.34
H -0.53 -1.01 2.18 0.36
S 1.65 -0.89 -1.55 -0.11
S 2.85 0.70 -1.04 -0.14
H 2.65 -1.74 -1.42 0.12
H 2.21 0.73 0.20 0.13

=====

Of them, the most stable is *B* and the least stable is *A*.

=====

*A*
29
Properties=species:S:1:pos:R:3:nbo_charge:R:1 method="wB97M-V/def2-TZVPD" orbital_gap_ev="7.83 / 8.78" multiplicity=2 charge=0 lumo_ev="-0.26 / -1.01"
Ir 0.39 -0.21 -0.61 1.41
O -3.16 1.38 1.14 -0.63
C -2.06 0.67 1.10 0.83
O -1.52 0.42 0.03 -0.60
C -1.58 0.21 2.45 -0.18
O -0.67 -0.83 2.30 -0.51
C 0.62 -0.55 2.81 -0.19
C 1.42 0.57 2.12 0.74
O 2.04 1.32 2.83 -0.59
O 1.51 0.60 0.81 -0.70
H -3.39 1.67 0.25 0.52
H -2.46 -0.12 3.01 0.23
H -1.17 1.09 2.97 0.23
H 1.20 -1.47 2.72 0.22
H 0.57 -0.28 3.87 0.20
O 0.16 3.27 -2.95 -0.50
C 0.21 2.18 -2.50 0.71
O 0.41 1.71 -1.35 -0.70
C -0.08 0.65 -4.00 0.89
O -0.32 1.24 -4.98 -0.51
O 0.11 -0.33 -3.34 -0.63
O -0.87 -3.80 -0.54 -0.34
N -0.58 -2.65 -0.68 0.71
O -1.01 -1.89 -1.57 -0.45
O 0.35 -2.11 0.08 -0.50
N 2.23 -0.63 -1.40 -0.90
H 2.92 -0.14 -0.83 0.42
H 2.29 -0.32 -2.37 0.42
H 2.43 -1.63 -1.37 0.41

=====

*B*
29
Properties=species:S:1:pos:R:3:nbo_charge:R:1 method="wB97M-V/def2-TZVPD" orbital_gap_ev="7.83 / 7.54" multiplicity=2 charge=0 lumo_ev="-0.98 / -1.79"
Ir 0.14 0.46 -0.77 1.50
O 1.95 0.94 3.48 -0.66
C 1.61 0.63 2.23 0.79
O 0.98 1.38 1.52 -0.63
C 2.16 -0.73 1.84 -0.18
O 1.46 -1.35 0.80 -0.53
C 0.34 -2.16 1.20 -0.19
C -0.93 -1.34 1.35 0.74
O -1.81 -1.75 2.06 -0.60
O -1.03 -0.19 0.67 -0.75
H 1.61 1.83 3.69 0.50
H 2.20 -1.35 2.75 0.21
H 3.18 -0.57 1.47 0.24
H 0.53 -2.68 2.14 0.21
H 0.16 -2.87 0.40 0.23
O -3.43 -0.32 -2.78 -0.45
C -2.36 -0.11 -2.34 0.80
O -1.69 0.76 -1.76 -0.66
C -1.15 -1.67 -2.61 0.83
O -1.54 -2.33 -3.51 -0.48
O -0.29 -1.52 -1.76 -0.66
O 1.26 0.82 -2.44 -0.52
N 2.49 0.72 -1.99 0.72
O 3.43 0.85 -2.73 -0.34
O 2.55 0.50 -0.77 -0.48
N -0.01 2.48 -0.88 -0.89
H 0.85 2.99 -0.67 0.41
H -0.75 2.78 -0.26 0.42
H -0.29 2.65 -1.84 0.41

=====

Of them, the most stable is *A* and the least stable is *B*.